{"formula": "C10H10N5O4STl", "method": "ωB97M-V/def2-TZVPD", "multiplicity": 1, "homo_energy_ev": [-15.809, -15.121], "lumo_energy_ev": [-8.7, -10.4], "charge": 2, "elements": ["Tl", "C", "C", "N", "N", "C", "S", "N", "N", "H", "H", "H", "H", "H", "H", "O", "C", "C", "C", "C", "C", "C", "C", "O", "N", "O", "O", "H", "H", "H", "H"], "xyz": [[0.117737, 1.067528, -1.537903], [-4.213931, -3.248639, -1.906425], [-3.791355, -2.311529, -2.961165], [-4.248069, -2.276887, -4.188033], [-3.612195, -1.279257, -4.789278], [-2.740787, -0.649375, -3.988786], [-1.776506, 0.664436, -4.386748], [-2.850247, -1.316709, -2.798458], [-2.122724, -1.022054, -1.650426], [-4.972830, -3.914295, -2.310005], [-4.636284, -2.712271, -1.054423], [-3.374489, -3.851001, -1.553488], [-3.814516, -1.065229, -5.761291], [-2.750170, -0.689737, -0.921474], [-1.662899, -1.865955, -1.318132], [-0.247082, 2.281372, 0.958306], [0.432374, 2.353379, 1.964387], [1.737836, 1.699423, 2.200394], [2.575587, 2.188965, 3.167231], [3.877678, 1.688846, 3.276881], [4.337808, 0.631433, 2.488185], [3.520950, 0.081110, 1.547294], [2.179718, 0.591238, 1.326309], [1.442199, 0.095857, 0.462497], [4.790036, 2.301223, 4.274043], [5.896603, 1.820650, 4.351781], [4.346871, 3.243282, 4.893238], [0.117722, 3.019172, 2.787407], [2.283424, 3.005889, 3.816726], [5.344971, 0.263250, 2.630153], [3.812572, -0.794115, 0.981203]], "forces_ev_per_angstrom": [[0.31, 0.34, 0.46], [-0.06, -0.12, 0.05], [0.47, 0.38, 0.45], [-0.25, -0.07, -0.51], [-0.05, -0.18, 0.25], [0.29, 0.33, 0.03], [-0.20, -0.14, -0.17], [-0.58, -0.53, -0.20], [0.05, 0.06, 0.10], [0.01, 0.01, -0.01], [0.01, 0.02, -0.01], [0.01, 0.01, -0.02], [0.05, 0.06, 0.01], [-0.09, 0.00, -0.07], [-0.01, -0.04, -0.08], [0.23, -0.24, 0.03], [0.00, 0.50, 0.23], [0.00, -0.40, -0.64], [-0.33, 0.28, -0.15], [-0.03, -0.31, -0.09], [0.44, 0.04, 0.10], [-0.32, -0.24, 0.02], [0.17, 0.45, 0.66], [-0.03, -0.21, -0.32], [0.03, 0.03, -0.18], [-0.16, 0.09, 0.10], [0.10, -0.15, 0.01], [-0.08, -0.09, -0.04], [-0.05, -0.02, 0.00], [-0.01, 0.03, 0.09], [0.09, 0.12, -0.10]]}